Computed, not measured: 2 unconnected molecules or ions with the total composition C4H8NO, with wB97M-V/def2-TZVPD.

## Properties
**ΔE to the lowest compared entry with this formula, charge and spin**: 221.6 kJ/mol
**E_tot**: -7801.4207 eV
**Charge**: +1
**Largest force on an atom**: 0.1395 hartree/bohr
**2S+1**: 3

Last column: Löwdin spin population.
Cartesian coordinates (Å):
C (-0.401, -1.601, -0.181)  0.194
C (-1.677, -0.781, 0.018)  0.715
C (0.919, -1.026, 0.019)  0.007
C (2.041, -0.544, 0.047)  0.025
N (0.431, 2.018, 0.014)  0.034
O (-1.754, 0.406, 0.122)  0.857
H (-0.636, -2.449, 0.472)  0.017
H (-0.631, -2.178, -1.131)  0.030
H (-2.576, -1.342, 0.084)  0.108
H (2.951, -0.203, 0.431)  0.002
H (0.622, 2.218, -0.945)  0.001
H (-0.538, 1.365, -0.046)  0.008
H (0.302, 2.920, 0.606)  0.001
H (0.950, 1.199, 0.491)  0.001

Atomic forces in eV per Å
C -1.3 -2.2 -0.7
C 0.7 -5.7 -0.4
C 1.0 0.5 -0.6
C -2.7 -1.2 0.5
N -3.0 -1.6 2.6
O 0.1 7.2 0.5
H 0.9 0.2 0.6
H 1.2 1.1 0.2
H -1.0 -0.8 0.1
H 1.1 0.3 -0.1
H 0.9 0.1 -0.6
H 1.5 2.5 0.3
H 0.2 -2.2 -1.2
H 0.3 1.8 -1.1